Record 1
Density functional theory data (ωB97M-V/def2-TZVPD) for a single C7H10N2OS molecule.

Geometry as ORCA input:
```
! RIJCOSX wB97M-V def2-TZVPD def2/J DEFGRID3
* xyz 0 1
C -2.26257 0.20906 -2.25338
C -1.76792 1.44252 -1.89996
C -1.83524 -1.02558 -1.73311
C -0.64728 1.42890 -1.11926
C -0.68556 -0.99332 -0.93842
C -0.04507 0.22044 -0.74325
C 1.21353 0.17130 0.01704
N 0.87015 -0.05678 1.53973
N 1.90883 -0.63562 4.05685
O -0.66881 -0.83939 3.80590
S 0.54382 -1.29699 3.23173
H -2.94018 0.10160 -3.21490
H -2.34576 2.31954 -2.13629
H -2.42769 -1.91637 -1.80800
H -0.11397 2.37552 -0.84524
H -0.24834 -1.83453 -0.56135
H 1.86411 1.17476 -0.00462
H 1.97311 -0.62933 -0.29832
H 0.28912 0.72556 1.89537
H 1.99992 -0.87406 5.02221
H 2.83690 -0.87323 3.73265
*
```

For the orbital gap, the calculation gives 8.12 eV. As for the HOMO energy: -0.29491 Ha.

=====

Record 2
Density functional theory data (ωB97M-V/def2-TZVPD) for a single C7H10N2S molecule.

Geometry as ORCA input:
```
! RIJCOSX wB97M-V def2-TZVPD def2/J DEFGRID3
* xyz 0 1
C 2.22021 2.23051 0.57744
C 0.70821 -0.18553 -0.39011
C 0.26698 1.00743 -0.46723
C 3.52730 0.23807 0.04070
C -1.14027 1.65232 -0.61362
C 0.26402 -2.42284 0.80221
C 1.04393 -1.58193 -0.28619
N 3.10245 1.23263 0.56500
N 1.30163 2.26435 -0.39516
S 4.19560 -1.12881 -0.37358
H 2.07471 2.73782 1.50036
H -1.06853 2.75354 -1.05692
H -1.42611 2.04125 0.39779
H -1.87630 1.09446 -1.24306
H -0.71774 -2.34229 0.48603
H 0.33596 -1.89764 1.72792
H 0.81926 -3.43078 1.14898
H 0.69342 -2.02176 -1.16102
H 2.18577 -1.82228 -0.14603
H 0.71602 3.05023 -0.38722
*
```

For the orbital gap (alpha / beta), the calculation gives 6.79 / 7.40 eV. As for the HOMO energy (alpha / beta): -0.25421 / -0.27890 Ha.

=====

Record 3
Density functional theory data (ωB97M-V/def2-TZVPD) for a molecular structure, C7H10N4O.

Geometry as ORCA input:
```
! RIJCOSX wB97M-V def2-TZVPD def2/J DEFGRID3
* xyz 0 1
C 1.66918 2.41604 -2.23204
C 0.06266 2.56941 -2.30306
C -0.21061 0.60658 -0.92039
C 0.28284 -0.34885 -1.71458
C 0.24310 -2.00892 -0.02967
C -0.23172 -1.04840 0.81214
C -0.57074 -1.29390 2.35326
H 2.40089 2.76772 -3.15641
H 2.02148 1.32960 -1.43285
H 1.74383 3.02058 -1.30190
H -0.29183 3.63574 -2.37360
H -0.51444 2.26917 -3.25521
H -1.03177 2.42113 -0.29500
H 0.16464 0.03102 -2.83291
H 0.39999 -3.13443 0.07810
H -1.11167 0.68406 2.73579
H -1.01476 -0.43473 4.04050
N -0.51908 1.90204 -1.14292
N 0.50609 -1.72052 -1.27342
N -0.30653 0.17797 0.43085
N -0.69449 -0.22532 3.14222
O -0.39208 -2.36010 2.98780
*
```

For the orbital gap, the calculation gives 8.81 eV. As for the HOMO energy: -0.32290 Ha.

=====

Record 4
Density functional theory data (ωB97M-V/def2-TZVPD) for a gas-phase ion, C7H10N5O2 (charge +1).

Geometry as ORCA input:
```
! RIJCOSX wB97M-V def2-TZVPD def2/J DEFGRID3
* xyz 1 1
C -3.61714 -1.03151 -0.25625
C -1.64498 -0.90076 0.85199
C -1.79965 0.08621 -0.10969
C -0.04454 1.94636 -0.05316
C 1.83587 -1.95671 -0.53595
C 3.09834 -1.55054 0.23847
C 1.65388 0.15612 0.14491
N -3.07848 0.11554 -0.64612
N -2.81141 -1.60585 0.68481
N -1.14671 1.25510 -0.39343
N 1.18147 1.38745 0.27095
N -0.05144 3.33673 -0.20616
O 0.99220 -0.79687 -0.47201
O 2.77210 -0.17867 0.70671
H -4.69443 -1.30117 -0.25263
H 2.07477 -1.95728 -1.56845
H 1.27708 -2.75843 -0.17700
H 3.21637 -2.16365 1.09136
H 4.06908 -1.64627 -0.25643
H -3.12876 -2.37845 1.16771
H -1.84641 1.90325 -0.83925
H 1.82246 2.10217 0.68259
H -0.83078 4.02065 -0.21132
H 0.70112 3.91657 0.13834
*
```

For the orbital gap (alpha / beta), the calculation gives 6.26 / 6.26 eV. As for the HOMO energy (alpha / beta): -0.38153 / -0.38164 Ha.

=====

Record 5
Density functional theory data (ωB97M-V/def2-TZVPD) for a gas-phase ion, C7H10NO (charge +1).

Geometry as ORCA input:
```
! RIJCOSX wB97M-V def2-TZVPD def2/J DEFGRID3
* xyz 1 1
C 2.19243 0.58335 0.00607
C 1.99243 -0.69770 -0.57095
C 1.32148 1.22734 0.75629
C 0.85893 -1.43687 -0.32657
C -0.08251 0.66386 0.71625
C -0.83341 0.61828 -0.56200
C -0.23758 -0.76679 0.17597
N -2.28211 0.57649 -0.36962
O -1.39118 -1.45820 0.74091
H 3.14931 0.87664 -0.17821
H 2.88019 -1.08221 -1.05879
H 1.57357 2.17312 1.38093
H 0.76603 -2.45498 -0.54697
H -0.55787 0.94645 1.66481
H -0.25351 0.91471 -1.47800
H -2.40313 -0.16197 0.35342
H -2.63114 0.34024 -1.29903
H -2.69025 1.55253 -0.01442
H -1.37168 -2.41427 0.60990
*
```

The SMILES is [NH3+][C@H]1[C@@H]2C=CC=C[C@]12O. For the orbital gap, the calculation gives 8.85 eV. As for the HOMO energy: -0.44943 Ha.

=====

Record 6
Density functional theory data (ωB97M-V/def2-TZVPD) for a molecular structure, C7H10NO2S.

Geometry as ORCA input:
```
! RIJCOSX wB97M-V def2-TZVPD def2/J DEFGRID3
* xyz -1 1
C -3.80431 -0.18353 0.23174
C -0.02785 0.13619 -0.80653
C -1.32839 0.58754 -0.03545
C 2.52507 0.00038 -0.90608
C 1.23782 0.67607 -0.22915
C -2.22233 -0.53849 0.32521
C -1.91055 -1.68289 0.81917
N 1.56697 0.20202 1.16898
O -4.07993 0.83914 -0.40505
O -4.55073 -1.07155 0.71775
S 2.57525 -1.18635 0.49836
H 0.10351 -0.96774 -0.75709
H -0.24839 0.58915 -1.71183
H -0.94263 0.98336 0.96994
H -1.96119 1.25639 -0.61023
H 2.51445 -0.56795 -1.94658
H 3.47839 0.62075 -0.94415
H 1.17927 1.75123 -0.34389
H 0.72060 -0.08511 1.61994
H -0.92312 -1.99223 0.98679
H -2.75268 -2.35972 1.07435
*
```

For the orbital gap, the calculation gives 6.92 eV. As for the HOMO energy: -0.15786 Ha.

=====

Record 7
Density functional theory data (ωB97M-V/def2-TZVPD) for 2 unconnected molecules or ions with the total composition C7H10O.

Geometry as ORCA input:
```
! RIJCOSX wB97M-V def2-TZVPD def2/J DEFGRID3
* xyz -1 2
C 1.16106 2.16329 -0.76336
C 1.57198 -0.24873 -0.13386
C 0.71227 0.74434 -0.58031
C -0.64073 0.39820 -0.75529
C -1.04297 -0.89320 -0.50626
C -0.14633 -1.92435 -0.25704
C 1.18001 -1.57884 0.01136
H 1.98425 2.44615 -0.10428
H 0.32055 2.82948 -0.53991
H 1.47053 2.37700 -1.78815
H 2.56162 -0.02501 0.25694
H -1.28587 1.17077 -1.15590
H -2.06263 -1.17003 -0.48751
H -0.54955 -2.87758 0.06315
H 1.93449 -2.23984 0.42195
H -2.77747 -1.01305 1.86172
H -2.20727 0.35633 2.01318
O -2.18395 -0.51493 2.44357
*
```

For the orbital gap (alpha / beta), the calculation gives 2.82 / 9.20 eV. As for the HOMO energy (alpha / beta): 0.04095 / -0.20051 Ha. The expectation value of S² is 0.7509.

=====

Record 8
Density functional theory data (ωB97M-V/def2-TZVPD) for 2 unconnected molecules or ions with the total composition C7H10O.

Geometry as ORCA input:
```
! RIJCOSX wB97M-V def2-TZVPD def2/J DEFGRID3
* xyz 0 1
C 0.53384 0.80546 0.22027
C -3.42695 -0.27208 -0.12183
C 0.00218 1.88782 0.63997
C -2.92130 0.13906 1.00187
C 1.15177 -0.20590 -0.27822
C 2.72302 0.03297 -0.40800
C 0.64623 -1.54070 -0.72727
O -3.87937 -0.69361 -1.11468
H -0.10139 2.01125 1.76431
H -0.49015 2.65058 0.02881
H -3.03399 0.97463 1.58543
H -2.35900 -0.61333 1.44494
H 3.39916 -0.84276 -0.42640
H 3.04053 0.75746 0.43602
H 3.06774 0.72197 -1.29342
H 1.42544 -2.05446 -1.42917
H -0.27867 -1.56171 -1.38375
H 0.50090 -2.19665 0.06114
*
```

The SMILES is C=C=C(C)C.C=C=O. For the orbital gap, the calculation gives 9.86 eV. As for the HOMO energy: -0.33250 Ha.

=====

Record 9
Density functional theory data (ωB97M-V/def2-TZVPD) for a single C7H10O molecule.

Geometry as ORCA input:
```
! RIJCOSX wB97M-V def2-TZVPD def2/J DEFGRID3
* xyz 0 1
C 2.06201 -0.98774 -0.24682
C 1.06398 0.72035 0.41605
C -0.16735 1.57044 -0.25239
C -1.32191 0.48330 0.08307
C -2.29643 -0.56739 -0.17912
C -0.69270 -0.77999 -0.11568
C 0.74919 -0.76300 0.59581
H 1.61514 -1.41976 -1.20960
H 2.83662 -1.43845 0.33669
H 1.31167 1.31901 1.23129
H -0.10339 1.59667 -1.39831
H -0.28892 2.49959 0.13849
H -1.59128 0.69649 1.20431
H -2.68682 -0.79572 -1.29860
H -2.92487 -0.71935 0.71868
H -0.48216 -0.96447 -1.27336
H 0.74684 -0.93307 1.66128
O 2.17038 0.48311 -0.41179
*
```

The SMILES is C1O[C@H]2C[C@H]3C[C@@H]3[C@@H]12. For the orbital gap, the calculation gives 9.98 eV. As for the HOMO energy: -0.32643 Ha.

=====

Record 10
Density functional theory data (ωB97M-V/def2-TZVPD) for 2 unconnected molecules or ions with the total composition C7H10O.

Geometry as ORCA input:
```
! RIJCOSX wB97M-V def2-TZVPD def2/J DEFGRID3
* xyz 0 1
C 0.72841 0.47312 -2.08451
C 0.25480 -0.17288 -0.85988
C 0.66264 -1.20551 -0.04310
C -0.07103 -1.49271 1.12856
C -1.33614 -0.97758 1.34571
C -1.85714 -0.07566 0.38352
C -1.04546 0.26879 -0.63976
H 1.85626 0.26187 -2.03200
H 0.32479 -0.02962 -2.95185
H 0.76483 1.41978 -2.53053
H 1.62929 -1.77028 -0.31106
H 0.42579 -2.15987 1.92463
H -1.96638 -1.24267 2.14342
H -2.84973 0.28890 0.47609
H -1.38080 0.95595 -1.42226
H 0.66401 2.23306 1.86256
H 1.63771 1.18570 1.84413
O 1.55815 2.03961 1.76635
*
```

The SMILES is Cc1ccccc1.O. For the orbital gap, the calculation gives 10.03 eV. As for the HOMO energy: -0.33679 Ha.

=====

Record 11
Density functional theory data (ωB97M-V/def2-TZVPD) for a single C7H10O molecule.

Geometry as ORCA input:
```
! RIJCOSX wB97M-V def2-TZVPD def2/J DEFGRID3
* xyz 0 1
C -0.23380 1.78466 0.58050
C 1.67102 -0.02960 1.11987
C -1.55285 -0.14889 -1.32339
C 0.34786 0.18127 0.47269
C -0.28225 -0.24785 -0.57244
O -1.60590 1.95866 0.73730
C 0.44633 -1.87714 -0.90187
C 0.95265 -2.97450 -1.00151
H -1.89603 1.44894 1.50791
H 0.12182 2.40657 -0.24088
H 0.26779 2.12636 1.49038
H 2.41055 0.68933 0.75513
H 2.03212 -1.03588 0.89225
H 1.57874 0.08414 2.20417
H -2.04270 0.82488 -1.38055
H -2.24957 -0.87175 -0.88844
H -1.43818 -0.41680 -2.37890
H 1.47239 -3.90241 -1.07223
*
```

The SMILES is C#C/C(C)=C(\C)CO. For the orbital gap, the calculation gives 9.94 eV. As for the HOMO energy: -0.34086 Ha.

=====

Record 12
Density functional theory data (ωB97M-V/def2-TZVPD) for a molecular structure, C7H10O.

Geometry as ORCA input:
```
! RIJCOSX wB97M-V def2-TZVPD def2/J DEFGRID3
* xyz 0 1
C 1.55571 1.05480 -0.24014
C 0.83096 -0.27804 -0.24473
C 1.94308 -1.41660 0.06610
C -0.42111 -0.24801 -0.21959
C -1.32248 0.90502 -0.02725
C -2.57824 0.27486 0.13437
C -2.50603 -0.96068 -0.18351
H 2.13900 0.93454 0.73450
H 1.06604 1.90767 0.08572
H 2.29475 1.32107 -0.94097
H 1.60384 -2.61215 0.61998
H 2.72357 -1.42119 -0.68476
H 2.80818 -0.73012 1.02183
H -1.10129 1.58840 -0.95829
H -0.96467 1.68603 0.71618
H -3.37630 0.79426 0.51390
H -3.49912 -1.45526 -0.12529
O -1.19589 -1.34461 -0.26806
*
```

For the orbital gap, the calculation gives 8.73 eV. As for the HOMO energy: -0.28933 Ha.

=====

Let's list largest force on an atom in order: 5.019 4.009 5.609 3.826 4.838 3.609 1.334 3.770 6.021 7.461 7.547 7.932 eV Å⁻¹.
Let's list energy above the lowest of the compared OMol25 structures with the same formula, charge and spin in order: 90.1 123.3 101.6 43.8 53.0 37.3 9.3 87.4 140.8 40.9 112.8 133.8 kcal/mol.